Density functional theory data (ωB97M-V/def2-TZVPD) for a molecular structure, C12H30ILuOP2.

CARTESIAN COORDINATES (ANGSTROEM)
C -1.60 -2.28 -0.78
I 0.57 -2.32 -3.42
H -2.10 -1.60 -0.05
H -1.26 -3.21 -0.30
H -2.22 -2.47 -1.67
Lu 0.07 -0.85 -1.08
P 0.34 -2.15 1.65
C 1.76 -3.32 1.60
C 0.73 -1.40 3.28
H 0.86 -2.17 4.06
H -0.59 -3.93 3.10
H -0.08 -0.74 3.62
H -1.82 -2.76 2.61
H 2.71 -2.76 1.55
H 1.65 -0.80 3.27
C -0.95 -3.32 2.25
H 1.76 -3.97 2.49
H -1.29 -3.98 1.44
H 1.69 -3.93 0.70
P -1.22 1.33 -2.17
C -0.18 1.28 -3.68
C -2.87 1.08 -2.88
H -2.11 3.43 -1.29
H -1.46 3.59 -2.95
H -0.36 3.56 -1.56
C -1.29 3.14 -1.96
H -3.62 1.30 -2.10
H -3.01 1.78 -3.72
H -0.63 1.94 -4.43
H -0.10 0.25 -4.08
H -3.01 0.04 -3.20
H 0.83 1.63 -3.44
C 2.28 -1.62 -0.89
O 3.43 -1.60 -0.74
C -0.12 1.80 2.03
C 0.71 2.13 0.79
C 1.92 3.00 1.15
C 1.20 0.89 0.08
H 0.36 1.04 2.65
H -1.11 1.41 1.74
H -0.25 2.71 2.62
H 0.05 2.70 0.11
H 2.60 2.44 1.81
H 2.50 3.34 0.28
H 1.61 3.91 1.68
H 1.72 1.11 -0.88
H 1.92 0.36 0.72

Total energy ... -75259.2116 eV
Charge ... +2